[1]
148
Properties=species:S:1:pos:R:3 method="wB97M-V/def2-TZVPD" s_squared=0.755 gap_ev="1.604 / 1.603" total_charge=+4 multiplicity=2 lumo_ha="-0.5293 / -0.5293"
Hf -12.395 -17.224 -9.128
C -14.736 -20.107 -6.760
C -14.166 -20.394 -8.136
C -15.183 -21.206 -9.018
O -13.611 -19.227 -8.758
H -13.957 -19.664 -6.140
H -15.008 -21.010 -6.214
H -15.581 -19.419 -6.775
H -13.379 -21.099 -7.868
H -15.627 -22.011 -8.434
H -14.694 -21.636 -9.892
H -16.065 -20.645 -9.328
C -10.615 -18.898 -6.426
O -10.740 -18.701 -7.823
C -10.014 -19.758 -8.510
C -9.875 -19.443 -10.003
O -11.156 -19.089 -10.536
C -11.779 -20.180 -11.185
H -9.747 -19.489 -6.132
H -11.486 -19.394 -5.999
H -10.477 -17.924 -5.958
H -10.558 -20.699 -8.432
H -9.019 -19.989 -8.130
H -9.504 -20.287 -10.584
H -9.180 -18.614 -10.139
H -11.362 -20.394 -12.169
H -12.844 -19.966 -11.274
H -11.776 -21.041 -10.517
C -19.369 -23.989 -14.985
O -18.137 -24.333 -14.375
C -18.314 -25.313 -13.299
C -17.110 -25.150 -12.360
O -17.013 -23.857 -11.779
C -17.991 -23.591 -10.813
H -20.058 -23.589 -14.241
H -19.803 -24.778 -15.599
H -19.114 -23.238 -15.732
H -18.196 -26.338 -13.651
H -19.273 -25.128 -12.815
H -16.168 -25.346 -12.872
H -17.191 -25.989 -11.668
H -17.646 -22.676 -10.332
H -18.119 -24.362 -10.053
H -18.925 -23.318 -11.304
C -14.839 -29.861 -12.148
O -15.205 -29.517 -10.803
C -14.247 -28.900 -9.977
C -13.838 -27.490 -10.434
O -14.898 -26.575 -10.224
C -14.463 -25.232 -10.022
H -14.037 -30.599 -12.156
H -14.599 -29.014 -12.790
H -15.724 -30.369 -12.533
H -13.355 -29.527 -9.956
H -14.572 -28.881 -8.936
H -13.593 -27.457 -11.496
H -12.980 -27.233 -9.814
H -13.803 -25.122 -9.162
H -15.272 -24.508 -9.918
H -13.932 -24.908 -10.917
C -15.971 -13.424 -4.400
O -17.031 -14.275 -4.781
C -17.538 -13.872 -6.033
C -18.457 -14.985 -6.551
O -17.764 -16.223 -6.726
C -18.514 -17.338 -7.330
H -15.067 -13.614 -4.979
H -15.807 -13.567 -3.332
H -16.195 -12.366 -4.538
H -16.684 -13.788 -6.705
H -18.039 -12.904 -6.046
H -19.052 -14.596 -7.377
H -19.293 -15.074 -5.857
H -18.809 -17.076 -8.346
H -19.433 -17.528 -6.776
H -17.871 -18.214 -7.233
C -15.620 -17.581 -10.293
O -14.749 -16.753 -9.504
C -15.416 -15.566 -9.103
C -14.544 -14.397 -9.427
O -13.160 -14.779 -9.274
C -12.464 -13.548 -9.041
H -16.266 -17.068 -11.005
H -16.294 -18.084 -9.600
H -15.088 -18.381 -10.808
H -15.533 -15.603 -8.020
H -16.429 -15.320 -9.423
H -14.933 -13.525 -8.901
H -14.683 -14.108 -10.469
H -12.020 -13.191 -9.969
H -11.686 -13.625 -8.281
H -13.020 -12.692 -8.660
C -13.605 -22.694 -13.116
O -12.360 -22.808 -12.450
C -11.410 -23.717 -12.957
C -10.922 -23.316 -14.402
O -11.829 -23.771 -15.407
C -11.441 -23.602 -16.736
H -13.469 -22.031 -13.971
H -14.364 -22.297 -12.441
H -14.051 -23.622 -13.472
H -11.772 -24.745 -12.951
H -10.591 -23.652 -12.241
H -9.960 -23.810 -14.537
H -10.736 -22.247 -14.510
H -10.450 -24.053 -16.795
H -11.459 -22.561 -17.057
H -12.101 -24.130 -17.425
C -22.070 -15.517 -9.831
O -21.078 -16.556 -9.635
C -21.347 -17.757 -10.399
C -20.358 -18.892 -10.237
O -20.557 -19.398 -8.879
C -19.546 -20.263 -8.473
H -21.669 -14.590 -9.420
H -23.022 -15.703 -9.334
H -22.392 -15.279 -10.845
H -21.421 -17.603 -11.476
H -22.307 -18.160 -10.076
H -19.328 -18.549 -10.337
H -20.584 -19.730 -10.896
H -19.553 -20.541 -7.419
H -18.599 -19.730 -8.557
H -19.543 -21.136 -9.127
C -11.392 -22.064 -4.632
C -10.286 -21.512 -4.046
C -10.469 -20.492 -3.118
C -11.746 -20.042 -2.810
C -12.848 -20.634 -3.372
C -12.686 -21.607 -4.343
H -11.261 -22.761 -5.447
H -9.316 -21.824 -4.406
H -9.554 -20.033 -2.773
H -11.968 -19.273 -2.085
H -13.821 -20.243 -3.115
H -13.490 -22.174 -4.789
C -17.033 -22.893 -4.735
C -16.081 -23.805 -4.251
C -15.492 -24.743 -5.100
C -15.890 -24.838 -6.446
C -16.778 -23.897 -6.944
C -17.345 -22.968 -6.106
H -17.409 -22.109 -4.095
H -15.787 -23.720 -3.216
H -14.721 -25.441 -4.810
H -15.439 -25.528 -7.145
H -16.965 -23.997 -8.003
H -18.031 -22.284 -6.585



[2]
174
Properties=species:S:1:pos:R:3 method="wB97M-V/def2-TZVPD" gap_ev=6.006 multiplicity=1 lumo_ha=-0.0129
C 2.591 4.968 0.461
C 2.126 3.706 0.117
C 2.187 2.449 1.054
O 3.114 2.567 2.109
C 4.505 2.395 2.133
C 4.889 2.468 3.647
C 4.071 1.529 4.548
C 4.938 0.326 4.928
S 4.038 -1.000 5.785
C 5.374 3.515 1.507
C 6.861 3.169 1.510
O 7.508 3.660 2.673
C 7.625 3.767 0.283
F 7.851 2.871 -0.663
F 7.051 4.837 -0.208
F 8.829 4.170 0.664
C 0.859 2.684 1.869
I -0.687 3.582 0.644
C 1.118 3.715 3.077
C 1.309 2.983 4.425
I -0.669 4.961 3.394
C 2.120 1.051 0.210
C 2.198 1.213 -1.335
C 3.413 1.687 -2.125
C 4.814 1.705 -1.506
Cl 3.176 3.297 -2.966
O 0.697 0.779 0.376
C 0.120 -0.430 -0.058
C -1.051 -0.105 -1.058
N 2.865 -0.061 0.755
C 2.651 -0.481 2.120
C 2.013 -1.856 2.351
F 1.043 -1.765 3.347
C 3.531 -1.021 -0.081
C 4.832 -1.679 0.531
O 4.823 -2.569 1.241
I 6.842 -0.936 -0.043
H 1.862 5.607 0.953
H 3.562 5.347 0.184
H 1.617 3.655 -0.850
H 4.899 1.408 1.862
H 5.927 2.144 3.729
H 4.881 3.499 3.997
H 3.875 2.045 5.493
H 3.107 1.236 4.159
H 5.322 -0.082 3.985
H 5.809 0.660 5.479
H 2.765 -0.571 5.912
H 5.068 3.790 0.502
H 5.202 4.398 2.119
H 6.974 2.084 1.434
H 8.116 2.956 2.936
H 0.527 1.815 2.424
H 1.899 4.438 2.882
H 0.628 3.370 5.173
H 1.225 1.900 4.349
H 2.302 3.246 4.790
H 1.965 0.228 -1.745
H 1.320 1.790 -1.601
H 3.505 1.050 -2.998
H 5.214 2.707 -1.571
H 4.890 1.276 -0.513
H 5.498 1.122 -2.126
H -0.354 -0.948 0.782
H 0.756 -1.164 -0.562
H -1.025 0.974 -1.219
H -0.814 -0.547 -2.029
H -2.031 -0.403 -0.674
H 2.070 0.212 2.715
H 3.618 -0.514 2.631
H 1.543 -2.292 1.468
H 2.716 -2.596 2.725
H 2.893 -1.905 -0.232
H 3.835 -0.718 -1.079
C -6.548 -0.938 0.113
S -4.958 -0.314 0.664
O -3.912 -0.883 -0.252
C -4.896 -1.258 2.187
H -6.772 -0.504 -0.854
H -6.502 -2.021 0.021
H -7.312 -0.647 0.830
H -4.963 -2.324 1.964
H -5.717 -0.958 2.836
H -3.950 -1.049 2.685
C 8.008 -2.441 3.616
S 8.773 -1.406 4.870
O 8.689 0.003 4.387
C 10.456 -1.965 4.579
H 6.942 -2.225 3.593
H 8.447 -2.215 2.644
H 8.158 -3.491 3.866
H 10.733 -1.778 3.541
H 10.529 -3.029 4.806
H 11.118 -1.407 5.240
C -5.539 -3.700 -4.358
S -5.075 -2.720 -2.920
O -6.303 -2.023 -2.447
C -4.104 -1.512 -3.810
H -6.196 -4.501 -4.027
H -6.063 -3.079 -5.082
H -4.642 -4.129 -4.807
H -4.726 -1.022 -4.562
H -3.252 -1.998 -4.280
H -3.748 -0.773 -3.093
C 0.393 -4.315 -3.161
S -0.011 -3.154 -4.469
O -1.242 -2.438 -4.046
C -0.501 -4.399 -5.675
H 0.690 -3.747 -2.284
H -0.483 -4.923 -2.929
H 1.220 -4.947 -3.478
H -1.311 -5.007 -5.271
H 0.358 -5.025 -5.919
H -0.842 -3.886 -6.573
C 2.018 10.161 2.668
S 1.618 8.609 1.847
O 2.036 8.741 0.431
C -0.167 8.824 1.903
H 3.101 10.254 2.706
H 1.599 10.995 2.104
H 1.617 10.150 3.682
H -0.444 9.745 1.389
H -0.497 8.855 2.942
H -0.624 7.972 1.403
C -7.982 -6.284 -5.351
S -8.267 -5.376 -6.878
O -7.795 -3.981 -6.661
C -10.060 -5.360 -6.751
H -6.908 -6.377 -5.207
H -8.419 -5.742 -4.512
H -8.425 -7.277 -5.433
H -10.361 -4.877 -5.821
H -10.435 -6.383 -6.784
H -10.456 -4.801 -7.597
C 3.838 -4.536 -4.835
S 4.262 -3.580 -3.371
O 3.014 -2.928 -2.884
C 5.206 -2.318 -4.235
H 3.205 -5.367 -4.528
H 3.298 -3.906 -5.544
H 4.749 -4.924 -5.289
H 4.576 -1.832 -4.981
H 6.073 -2.776 -4.710
H 5.540 -1.584 -3.502
C -7.217 3.464 3.503
S -6.669 1.785 3.162
O -7.481 1.284 2.023
C -7.349 1.058 4.660
H -6.928 4.091 2.662
H -8.301 3.482 3.619
H -6.732 3.825 4.410
H -8.424 1.233 4.701
H -6.860 1.496 5.530
H -7.154 -0.013 4.637
C -9.279 1.296 -7.653
S -9.854 -0.342 -8.127
O -11.338 -0.340 -8.013
C -9.208 -1.194 -6.685
H -9.613 2.005 -8.408
H -9.700 1.568 -6.684
H -8.190 1.299 -7.608
H -9.632 -0.760 -5.779
H -8.122 -1.115 -6.670
H -9.487 -2.241 -6.752
C -1.707 -4.233 5.999
S -2.134 -3.094 4.673
O -3.342 -2.342 5.105
C -2.676 -4.359 3.514
H -1.374 -3.648 6.854
H -2.582 -4.822 6.276
H -0.899 -4.886 5.669
H -3.488 -4.940 3.954
H -1.836 -5.008 3.267
H -3.029 -3.863 2.612



What is the multiplicity in the first record?
2



Among the records above, which one has the lowest multiplicity?
C43H97ClF4I3NO14S11